DFT (the ωB97M-V functional and the def2-TZVPD basis) results for C49H44ClN5P2TeW as an isolated structure.

```
103
Properties=species:S:1:pos:R:3:forces:R:3
W 1.027 -1.102 -0.294 1.3 -0.3 2.2
C -0.475 -2.805 -3.175 -0.1 -0.4 0.0
C -1.173 -3.683 -2.143 0.1 0.3 -0.1
C -0.244 -4.141 -1.047 -0.2 -0.4 0.2
C -0.471 -5.400 -0.496 0.1 0.2 0.0
C 0.479 -5.988 0.316 0.2 0.3 0.0
C 1.690 -5.327 0.466 -0.2 0.0 0.0
C 1.829 -4.066 -0.076 0.4 -0.2 -0.1
N 0.854 -3.418 -0.742 0.0 -0.1 -0.1
N -0.334 -1.349 -2.916 0.0 0.2 0.1
C 0.728 -0.941 -3.867 0.0 0.2 -0.2
C 2.145 -1.057 -3.354 0.0 0.0 -0.2
C 3.150 -1.003 -4.317 0.0 0.0 0.1
C 4.479 -0.971 -3.947 -0.3 0.0 0.3
C 4.762 -1.002 -2.589 -0.2 0.0 -0.2
C 3.720 -1.085 -1.692 0.5 0.0 0.2
N 2.416 -1.111 -2.038 0.2 0.0 -0.7
C -1.602 -0.601 -3.233 -0.2 0.3 -0.2
C -2.265 0.072 -2.020 1.4 -0.4 0.5
C -3.707 0.883 -2.193 -1.5 1.0 -0.4
C -3.536 2.300 -2.188 1.0 -0.6 0.3
C -2.815 2.884 -1.065 -0.7 0.5 -0.6
C -1.793 1.911 -0.415 0.3 -0.5 0.9
N -1.313 0.874 -1.314 -1.3 0.2 -0.4
H -0.981 -2.949 -4.141 0.1 0.1 0.1
H 0.538 -3.209 -3.281 -0.1 0.1 -0.1
H -1.483 -4.591 -2.670 0.0 0.1 0.1
H -2.092 -3.241 -1.770 -0.1 0.0 0.0
H -1.386 -5.920 -0.736 -0.1 0.0 -0.1
H 0.306 -6.953 0.766 0.0 -0.1 0.0
H 2.510 -5.773 1.003 0.1 0.0 0.0
H 2.789 -3.569 -0.017 -0.3 0.1 0.2
H 0.596 0.098 -4.182 -0.1 -0.1 0.1
H 0.645 -1.530 -4.795 0.0 0.1 0.2
H 2.879 -0.970 -5.361 -0.1 0.0 -0.1
H 5.263 -0.917 -4.685 0.1 0.0 -0.1
H 5.777 -0.958 -2.230 0.1 0.0 0.1
H 3.945 -1.122 -0.634 -0.1 0.0 -0.1
H -2.322 -1.294 -3.676 0.0 0.1 0.0
H -1.408 0.163 -3.989 0.1 -0.1 0.0
H -4.200 0.519 -3.093 0.0 0.0 0.0
H -3.633 2.855 -3.106 -0.3 0.2 -0.2
H -3.475 3.268 -0.283 -0.2 -0.2 0.2
H -2.029 1.545 0.571 -0.1 0.2 -0.3
Te 1.893 0.623 3.313 -0.7 1.2 0.9
C 0.538 2.207 3.906 0.3 -0.4 -0.1
C 0.768 3.521 3.530 0.1 0.0 0.0
C -0.222 4.460 3.794 0.5 -0.1 -0.2
N -1.363 4.154 4.377 -0.6 0.6 0.1
C -1.574 2.911 4.756 0.1 -0.5 0.1
C -0.655 1.890 4.540 0.0 0.0 0.0
C 0.545 0.600 1.632 0.4 -1.5 -1.1
P -0.459 -0.892 1.631 -1.0 1.1 0.6
C -2.181 -0.654 1.038 0.6 -1.0 -0.7
C -2.273 -1.383 -0.085 0.2 0.2 0.6
C -3.110 -0.960 -1.201 -0.2 0.1 0.0
C -4.229 0.058 -0.953 0.1 -0.3 0.1
C -4.223 0.574 0.449 0.1 0.1 0.5
C -3.287 0.254 1.359 -0.7 0.1 -0.1
C -0.646 -1.623 3.285 0.2 -0.5 -0.4
C 0.421 -2.262 3.927 -0.1 -0.1 -0.2
C 0.238 -2.821 5.178 0.0 0.0 0.0
C -1.008 -2.790 5.785 -0.1 0.1 -0.1
C -2.086 -2.227 5.119 0.0 0.0 0.1
C -1.910 -1.652 3.872 0.2 0.1 -0.2
P 1.288 1.249 0.107 -0.8 2.2 -0.3
C 2.715 2.278 0.563 0.5 -0.5 0.0
C 3.931 1.738 0.987 -0.1 0.1 -0.3
C 4.983 2.569 1.321 0.1 0.0 0.0
C 4.845 3.945 1.226 0.0 0.0 0.0
C 3.654 4.487 0.767 0.0 0.1 0.1
C 2.599 3.662 0.424 -0.1 -0.2 0.1
C 0.441 2.362 -0.997 0.6 -0.9 -0.4
C -0.220 1.546 -2.082 1.0 0.4 0.5
C -0.619 2.522 -3.151 0.0 -0.3 -0.1
C -1.211 3.661 -2.813 -0.4 0.0 -0.2
C -1.644 3.857 -1.398 -0.2 0.4 0.0
C -0.754 3.040 -0.416 0.4 -0.7 0.1
H 1.692 3.808 3.050 0.0 0.1 0.0
H -0.093 5.498 3.521 0.1 0.1 -0.1
H -2.517 2.718 5.249 -0.1 -0.1 0.1
H -0.863 0.880 4.867 0.0 0.0 0.0
H -1.499 -2.114 -0.288 -0.1 0.0 -0.1
H -3.446 -1.762 -1.858 0.1 0.0 0.0
H -5.239 -0.303 -1.166 0.1 0.0 -0.1
H -5.061 1.187 0.742 -0.1 0.1 0.1
H -3.344 0.664 2.356 -0.1 0.1 0.1
H 1.384 -2.349 3.441 -0.1 0.1 0.1
H 1.072 -3.286 5.681 0.1 -0.1 0.0
H -1.145 -3.220 6.765 0.0 -0.1 0.1
H -3.067 -2.235 5.568 -0.1 0.0 0.0
H -2.761 -1.235 3.357 -0.1 0.0 0.0
H 4.063 0.665 1.042 0.0 0.1 0.1
H 5.911 2.139 1.664 0.1 0.0 0.0
H 5.666 4.590 1.496 0.1 0.1 0.0
H 3.545 5.557 0.678 0.0 0.1 0.0
H 1.682 4.087 0.041 0.0 0.0 -0.1
H 0.474 0.798 -2.441 -0.1 0.1 -0.1
H -0.293 2.336 -4.163 0.0 0.1 -0.3
H -1.429 4.434 -3.532 0.1 0.1 -0.2
H -1.794 4.904 -1.144 0.0 0.0 0.0
H -0.613 3.527 0.547 -0.1 0.0 0.1
Cl 2.699 -1.517 1.386 -0.2 -0.5 -1.0
```
Positions in Å, forces in eV/Å.

The value obtained for the HOMO-LUMO gap (alpha / beta) is 4.16 / 4.22 eV. The total charge is +2. The HOMO energy (alpha / beta) comes out at -11.300 / -11.324 eV.

=====

DFT (the ωB97M-V functional and the def2-TZVPD basis) results for one molecule with the formula C3H10BNO2.

```
17
Properties=species:S:1:pos:R:3:forces:R:3
C 1.163 -0.673 -2.147 -0.1 0.0 -0.2
N 1.113 -0.568 -0.704 0.4 -0.2 0.2
B 0.066 -0.059 0.040 -4.1 1.4 -2.6
O -0.101 0.152 1.345 -0.3 0.1 0.2
C 0.854 -0.106 2.343 0.3 -0.1 0.2
O -1.358 0.441 -0.905 4.6 -1.7 1.9
C -2.398 0.968 -0.152 -0.4 0.1 0.2
H 1.985 -0.073 -2.546 -0.1 0.0 -0.1
H 1.302 -1.711 -2.455 0.0 0.1 0.0
H 0.220 -0.301 -2.534 0.0 0.0 -0.2
H 1.943 -0.915 -0.248 -0.1 0.1 0.2
H 1.085 -1.175 2.400 0.0 0.1 0.0
H 0.426 0.217 3.293 0.1 -0.1 -0.1
H 1.779 0.449 2.157 0.0 0.0 0.0
H -2.901 1.718 -0.773 -0.1 0.0 0.2
H -2.053 1.447 0.769 -0.1 0.1 0.0
H -3.126 0.187 0.115 0.0 0.2 0.0
```
Positions in Å, forces in eV/Å.

The value obtained for the HOMO-LUMO gap is 9.53 eV. As for the SMILES: CNB(OC)OC. The calculation puts the relative energy (zero: lowest compared OMol25 entry of this formula, charge and spin) at 63.8 kJ/mol. The total charge is 0. The HOMO energy comes out at -8.952 eV.

=====

DFT (the ωB97M-V functional and the def2-TZVPD basis) results for C19H16CuN5O6S as an isolated structure.

```
48
Properties=species:S:1:pos:R:3:forces:R:3
Cu 0.464 0.315 -0.352 0.3 0.5 -0.1
O -0.077 2.626 2.869 0.0 -0.1 -0.2
C 0.210 1.786 2.009 -0.1 -0.1 -0.1
N -0.412 1.501 0.864 0.0 0.2 0.6
C -1.542 2.298 0.468 0.2 -0.2 -0.2
C -1.454 2.601 -1.015 0.0 -0.1 0.0
C -2.208 3.609 -1.606 -0.1 0.0 0.0
C -2.111 3.808 -2.971 0.0 0.1 0.0
C -1.265 3.000 -3.719 0.0 0.0 0.0
C -0.543 2.025 -3.057 0.0 -0.1 0.2
N -0.634 1.834 -1.737 0.0 0.0 0.1
C 1.452 0.929 2.201 -0.1 -0.1 -0.1
C 2.307 1.145 3.265 0.0 0.0 0.1
C 3.446 0.364 3.364 0.0 0.0 0.0
C 3.688 -0.610 2.405 0.0 0.0 0.1
C 2.781 -0.763 1.373 -0.2 -0.1 -0.1
N 1.689 -0.010 1.278 0.1 0.4 0.0
H -2.479 1.756 0.643 0.0 0.0 0.0
H -1.592 3.217 1.049 0.0 0.1 0.0
H -2.857 4.225 -0.994 0.0 0.0 0.0
H -2.685 4.592 -3.451 0.0 0.0 0.0
H -1.166 3.122 -4.790 0.0 0.0 0.0
H 0.139 1.366 -3.587 0.0 0.0 0.1
H 2.054 1.920 3.975 0.0 0.0 0.0
H 4.147 0.515 4.176 0.0 0.0 0.0
H 4.567 -1.239 2.448 0.0 0.0 0.0
H 2.924 -1.501 0.593 0.0 0.1 -0.1
O 1.261 -2.788 -5.447 0.1 -0.2 -0.4
C 1.148 -2.271 -4.367 0.0 0.2 0.4
C -0.046 -2.373 -3.440 0.3 0.2 0.0
O -1.014 -3.106 -3.573 -0.3 -0.2 0.0
C 0.215 -1.443 -2.349 0.1 0.1 0.1
C 1.494 -0.848 -2.496 -0.1 0.0 0.0
O 1.920 0.025 -1.651 -0.1 -0.5 -0.2
C 2.177 -1.381 -3.679 -0.3 0.0 0.2
O 3.315 -1.182 -4.047 0.2 0.1 -0.2
O -0.548 -1.173 -1.361 0.0 -0.2 -0.2
C -0.292 -4.817 -0.764 0.1 0.0 0.1
N -0.285 -3.972 0.418 0.0 -0.1 0.0
C -1.272 -3.143 0.790 0.1 0.1 -0.1
N -2.297 -3.037 -0.089 -0.1 -0.1 0.1
S -1.218 -2.323 2.264 -0.1 -0.1 -0.2
H 0.682 -5.295 -0.849 0.0 0.0 0.0
H -0.460 -4.245 -1.676 0.0 0.0 0.0
H -1.058 -5.595 -0.692 0.0 0.0 0.0
H 0.459 -4.049 1.084 0.1 -0.1 0.1
H -2.058 -3.133 -1.070 0.0 0.1 0.0
H -2.877 -2.239 0.102 -0.1 0.1 0.0
```
Positions in Å, forces in eV/Å.

The value obtained for the HOMO-LUMO gap (alpha / beta) is 7.10 / 6.88 eV. As for the spin multiplicity: 2. The calculation puts the relative energy (zero: lowest compared OMol25 entry of this formula, charge and spin) at 46.0 kJ/mol. The total charge is -1. The HOMO energy (alpha / beta) comes out at -4.478 / -4.458 eV.

=====

DFT (the ωB97M-V functional and the def2-TZVPD basis) results for one molecule with the formula C4H9NO3.

```
17
Properties=species:S:1:pos:R:3:forces:R:3
C 1.842 -1.345 -0.589 -0.1 0.3 -0.1
C 1.512 -0.173 0.327 0.2 -0.3 0.0
O 0.466 0.704 -0.100 -0.6 -0.2 -1.8
N -0.508 0.325 -1.352 1.7 1.1 1.2
O -1.324 -0.546 -0.737 -0.4 0.0 2.1
C -1.400 0.126 0.779 -1.8 -1.7 -1.5
C -2.056 1.457 0.690 0.5 0.7 0.1
O -1.376 -0.675 1.642 0.7 0.7 -0.4
H 2.670 -1.913 -0.160 -0.1 0.0 0.0
H 2.158 -0.994 -1.576 0.0 -0.1 0.1
H 0.985 -2.011 -0.699 0.0 0.0 0.0
H 2.387 0.471 0.455 0.0 -0.1 0.0
H 1.233 -0.555 1.317 -0.1 0.0 -0.1
H 0.065 -0.239 -2.000 0.1 0.0 0.4
H -1.502 2.134 0.044 0.0 -0.2 -0.1
H -2.094 1.906 1.683 -0.1 -0.2 0.0
H -3.056 1.329 0.277 0.0 -0.2 0.1
```
Positions in Å, forces in eV/Å.

The value obtained for the HOMO-LUMO gap is 10.19 eV. As for the SMILES: CCONOC(C)=O. The calculation puts the relative energy (zero: lowest compared OMol25 entry of this formula, charge and spin) at 536.7 kJ/mol. The total charge is 0. The HOMO energy comes out at -9.354 eV.

=====

DFT (the ωB97M-V functional and the def2-TZVPD basis) results for a 2-piece molecular cluster, C2HCl2IO overall.

```
7
Properties=species:S:1:pos:R:3:forces:R:3
C 0.642 -0.614 -0.432 -1.8 1.6 4.7
C -0.187 -1.664 0.140 0.6 0.0 -0.7
O 0.874 -0.559 -1.583 1.2 0.5 -2.4
Cl -0.673 -2.849 -0.919 -0.5 -0.9 -0.3
Cl -0.626 -1.741 1.742 -0.1 0.1 0.6
I -3.962 0.052 -0.158 0.0 0.0 0.0
H 0.768 0.236 0.418 0.5 -1.3 -1.9
```
Positions in Å, forces in eV/Å.

The value obtained for the HOMO-LUMO gap (alpha / beta) is 8.83 / 5.42 eV. The calculation puts the relative energy (zero: lowest compared OMol25 entry of this formula, charge and spin) at 181.3 kJ/mol. The total charge is 0. The HOMO energy (alpha / beta) comes out at -10.421 / -8.873 eV.